The following is a DFT calculation (ωB97M-V/def2-TZVPD) of one molecule with the formula C2H5NO.

Its total charge is 0. As for the maximum force: 3.430 eV Å⁻¹.

Element x y z (Å)
C  -1.01  -0.37  -0.01
C  -0.02  0.78  -0.08
N  1.27  0.82  -0.05
O  1.66  -0.59  -0.16
H  -1.69  -0.20  0.83
H  -1.66  -0.42  -1.00
H  -0.50  -1.29  0.00
H  -0.31  1.88  -0.11
H  2.26  -0.61  0.59

=====

The following is a DFT calculation (ωB97M-V/def2-TZVPD) of one molecule with the formula C2H5NO.

Its total charge is 0. As for the maximum force: 5.122 eV Å⁻¹.

Element x y z (Å)
C  -0.76  -0.27  0.25
N  0.66  -0.10  0.23
C  1.24  1.41  0.31
O  0.60  2.29  0.76
H  -1.23  -0.16  -0.74
H  -0.98  -1.27  0.62
H  -1.19  0.46  0.92
H  1.16  -0.61  -0.48
H  2.28  1.40  0.00

=====

The following is a DFT calculation (ωB97M-V/def2-TZVPD) of one molecule with the formula C2H5NO.

Its total charge is 0. As for the maximum force: 3.359 eV Å⁻¹.

Element x y z (Å)
C  0.49  -0.23  0.78
C  0.04  -0.28  -0.62
N  -0.81  0.83  -1.14
O  -1.33  -0.45  -0.86
H  -0.18  0.38  1.31
H  1.40  0.22  0.83
H  0.52  -1.11  1.40
H  0.66  -0.85  -1.41
H  -0.78  1.49  -0.29

=====

The following is a DFT calculation (ωB97M-V/def2-TZVPD) of one molecule with the formula C2H5NO2.

Its total charge is 0. As for the maximum force: 4.260 eV Å⁻¹.

Element x y z (Å)
C  1.29  -0.19  0.12
N  -0.04  0.13  -0.23
O  -0.32  1.53  -0.01
C  -1.12  -0.54  -0.05
O  -2.21  0.03  0.13
H  1.35  0.30  1.15
H  2.07  0.19  -0.63
H  1.31  -1.25  0.12
H  -1.34  1.46  -0.26
H  -0.99  -1.67  -0.33

=====

The following is a DFT calculation (ωB97M-V/def2-TZVPD) of one molecule with the formula C2H5NO2.

Its total charge is 0. As for the maximum force: 3.835 eV Å⁻¹.

Element x y z (Å)
O  1.17  1.20  0.84
C  1.27  -0.13  0.26
C  -0.08  -0.41  -0.53
N  -1.16  -0.12  0.04
O  -2.26  -0.38  -0.66
H  0.43  1.05  1.51
H  2.03  -0.20  -0.58
H  1.41  -0.79  1.07
H  -0.06  -0.70  -1.53
H  -2.74  0.46  -0.42

=====

The following is a DFT calculation (ωB97M-V/def2-TZVPD) of one molecule with the formula C2H5NO2.

Its total charge is 0. As for the maximum force: 5.962 eV Å⁻¹.

Element x y z (Å)
N  -0.26  1.20  -0.73
C  0.20  0.55  0.55
C  -0.34  -0.89  0.50
O  -1.52  -1.02  0.82
O  0.31  -1.63  -0.35
H  0.23  2.16  -0.94
H  -0.04  0.57  -1.49
H  -0.03  1.20  1.35
H  1.33  0.47  0.47
H  0.12  -2.61  -0.19

=====

The following is a DFT calculation (ωB97M-V/def2-TZVPD) of one molecule with the formula C2H5NO2.

Its total charge is 0. As for the maximum force: 6.579 eV Å⁻¹.

Element x y z (Å)
C  -0.19  -0.97  -0.71
N  0.29  0.36  -0.41
O  1.74  -0.01  0.08
C  -0.52  0.77  0.58
O  -1.60  0.06  0.69
H  0.00  -1.74  0.05
H  0.09  -1.18  -1.68
H  -1.22  -0.95  -1.08
H  2.25  0.52  -0.68
H  -0.02  1.67  0.85

=====

The following is a DFT calculation (ωB97M-V/def2-TZVPD) of one molecule with the formula C2H5NO2.

Its total charge is 0. As for the maximum force: 6.946 eV Å⁻¹.

Element x y z (Å)
C  -1.28  -0.71  0.10
O  -1.08  0.69  -0.50
C  0.18  1.22  -0.01
N  1.42  0.82  0.01
O  1.76  -0.73  -0.41
H  -2.34  -0.62  -0.15
H  -0.93  -1.52  -0.56
H  -0.79  -0.87  1.12
H  0.37  2.37  0.03
H  2.68  -0.65  0.37

=====

no.,E_LUMO (Ha),Kohn-Sham gap (eV),E_HOMO (eV)
1,0.037,10.972,-9.962
2,0.036,10.416,-9.433
3,0.039,10.914,-9.848
4,0.029,10.450,-9.655
5,0.039,10.898,-9.849
6,0.021,9.916,-9.350
7,0.003,10.233,-10.160
8,0.023,10.771,-10.153